[1]
{
  "formula": "C41H64BF4IrNOP2S3",
  "method": "wB97M-V/def2-TZVPD",
  "e_tot_ev": -112574.3738,
  "spin_multiplicity": 1,
  "total_charge": -1,
  "fmax_ev_per_a": 2.9,
  "symbols": ["Ir", "S", "C", "S", "S", "C", "C", "C", "P", "C", "C", "C", "C", "C", "C", "C", "C", "C", "C", "N", "C", "C", "C", "C", "C", "C", "C", "C", "C", "H", "H", "H", "H", "H", "H", "H", "H", "H", "H", "H", "H", "H", "H", "H", "H", "H", "H", "H", "H", "H", "H", "H", "H", "H", "H", "H", "H", "H", "H", "H", "F", "B", "F", "F", "F", "O", "P", "C", "C", "C", "C", "C", "C", "C", "C", "C", "C", "C", "C", "C", "C", "C", "C", "C", "C", "H", "H", "H", "H", "H", "H", "H", "H", "H", "H", "H", "H", "H", "H", "H", "H", "H", "H", "H", "H", "H", "H", "H", "H", "H", "H", "H", "H", "H", "H", "H", "H", "H"],
  "xyz": [[2.003812, -1.053752, 0.788637], [4.561412, -0.299452, 4.552937], [3.835412, -0.908952, 3.183137], [2.332112, -1.732052, 3.241637], [4.525512, -0.760552, 1.631537], [1.510812, -2.876252, -2.972363], [1.774412, -1.391552, -3.205663], [2.520012, -1.206852, -4.526663], [2.473312, -0.659352, -1.617563], [4.336012, -0.500552, -1.796063], [4.942012, -1.900052, -1.849363], [4.879412, 0.413848, -2.891463], [1.837112, 1.050148, -1.647963], [1.449512, 1.695348, -2.813863], [0.860212, 2.952048, -2.812463], [0.472412, 3.630048, -4.093063], [0.642512, 3.576048, -1.584463], [1.023212, 2.970448, -0.413063], [1.627312, 1.692948, -0.395463], [1.934112, 1.101048, 0.780137], [2.167512, 1.898948, 1.896137], [3.213612, 2.847648, 1.873737], [4.094112, 2.981848, 0.668237], [3.437012, 3.663748, 2.967937], [2.657412, 3.579748, 4.113437], [2.882412, 4.473248, 5.296737], [1.653612, 2.624848, 4.141937], [1.394012, 1.790748, 3.067037], [0.266212, 0.816048, 3.191537], [0.904012, -3.290352, -3.778563], [0.992512, -3.032152, -2.031163], [2.438412, -3.439152, -2.922763], [0.802212, -0.891252, -3.282863], [3.393312, -1.851952, -4.574863], [2.839012, -0.182352, -4.692863], [1.857612, -1.488252, -5.347163], [4.610012, -0.067452, -0.826063], [4.721712, -2.392152, -2.793263], [4.533912, -2.508052, -1.044363], [6.021412, -1.852152, -1.727763], [4.924412, -0.093352, -3.850363], [5.893112, 0.721148, -2.631963], [4.268912, 1.308448, -2.992963], [1.599812, 1.214748, -3.768363], [0.724612, 3.008548, -4.948663], [0.990412, 4.583648, -4.187663], [-0.597888, 3.834248, -4.117863], [0.161512, 4.545648, -1.554563], [0.830712, 3.451248, 0.535937], [4.324112, 2.002048, 0.258137], [5.024312, 3.474148, 0.939637], [3.602612, 3.567748, -0.109263], [4.246712, 4.381348, 2.920937], [3.412212, 5.379348, 5.013137], [3.469512, 3.952248, 6.054637], [1.928612, 4.750848, 5.743437], [1.040612, 2.526548, 5.027437], [-0.589588, 1.289948, 3.667537], [0.580612, -0.017952, 3.820837], [-0.012688, 0.412148, 2.222837], [0.876312, -5.306152, 1.390537], [1.544112, -4.854652, 0.281037], [0.800012, -5.131452, -0.850063], [2.795812, -5.400552, 0.186037], [1.669712, -3.424452, 0.378537], [-0.429288, -0.595852, 0.087337], [-1.858688, -0.974952, -0.011163], [-2.173988, -1.484952, -1.782563], [-1.891488, -0.366952, -2.786763], [-3.098988, 0.517348, -3.088763], [-4.290488, -0.332352, -3.513463], [-4.641088, -1.312052, -2.399663], [-3.459588, -2.234152, -2.116963], [-2.931988, 0.485848, 0.490337], [-3.288188, 0.480248, 1.980837], [-3.428588, 1.899148, 2.548437], [-4.012088, 2.848048, 1.509137], [-3.064488, 2.985148, 0.309237], [-2.159488, 1.761048, 0.166737], [-2.210988, -2.515452, 0.980337], [-1.327488, -2.564752, 2.227537], [-1.545888, -3.879252, 2.970037], [-3.022988, -4.105652, 3.341137], [-3.921488, -2.997252, 2.798337], [-3.688688, -2.798752, 1.301337], [-1.338988, -2.199452, -1.854663], [-1.571888, -0.827552, -3.726763], [-1.064188, 0.239948, -2.411863], [-2.834588, 1.218448, -3.884063], [-3.375388, 1.105748, -2.215063], [-4.037988, -0.888152, -4.419663], [-5.147788, 0.305548, -3.742763], [-5.508588, -1.911452, -2.688163], [-4.912188, -0.758352, -1.497963], [-3.270388, -2.834152, -3.011463], [-3.710488, -2.923252, -1.312563], [-3.848588, 0.466148, -0.105563], [-2.510788, -0.045152, 2.534637], [-4.231588, -0.049552, 2.128537], [-2.459088, 2.282248, 2.865237], [-4.076488, 1.864948, 3.426437], [-4.191988, 3.828748, 1.953837], [-4.982788, 2.458048, 1.189437], [-2.436488, 3.868048, 0.426437], [-3.654188, 3.120348, -0.600563], [-1.312488, 1.833348, 0.847637], [-1.740588, 1.725948, -0.837563], [-1.822488, -3.298552, 0.314437], [-1.521688, -1.726352, 2.896637], [-0.280988, -2.503952, 1.921437], [-0.926388, -3.874452, 3.866337], [-1.183988, -4.691852, 2.342937], [-3.142088, -4.153752, 4.426037], [-3.362788, -5.062052, 2.938537], [-3.725588, -2.070552, 3.337837], [-4.970388, -3.258752, 2.965837], [-4.326988, -1.989852, 0.938237], [-4.002388, -3.714452, 0.794237]],
  "atomic_forces_ev_per_a": [[2.5, 1.1, -0.4], [0.0, -0.3, -0.5], [0.3, 0.3, 1.6], [-0.6, 0.5, -1.5], [-2.5, -0.4, -1.4], [-0.2, 0.1, 0.1], [-0.3, -0.4, 0.6], [0.0, 0.3, 0.3], [0.1, 1.4, 0.8], [-0.3, -0.2, 0.1], [-0.2, 0.1, 0.2], [-0.2, 0.0, 0.2], [-0.1, -0.1, 0.4], [-0.1, 0.4, 0.1], [0.0, -0.1, -0.2], [0.0, 0.0, 0.1], [0.2, -0.3, -0.1], [0.0, 0.1, 0.1], [-0.2, -0.1, -0.7], [0.0, -2.6, -0.1], [0.3, 0.3, 1.1], [-0.1, -0.3, -0.1], [0.0, 0.0, 0.1], [-0.2, 0.1, 0.1], [-0.1, -0.1, -0.1], [0.0, -0.1, 0.0], [0.2, 0.2, -0.1], [0.0, 0.0, -0.4], [0.0, -0.1, 0.1], [0.0, 0.0, -0.1], [-0.1, -0.2, 0.1], [0.1, -0.1, 0.0], [0.1, 0.0, 0.1], [0.1, 0.0, 0.0], [0.1, 0.1, -0.1], [-0.1, -0.1, 0.0], [-0.2, 0.0, -0.2], [0.0, -0.1, -0.2], [0.1, -0.2, 0.1], [0.2, 0.0, 0.0], [0.0, 0.0, -0.1], [0.0, 0.0, 0.0], [0.0, 0.2, 0.0], [0.0, -0.1, -0.1], [0.0, 0.0, -0.1], [0.0, 0.1, -0.1], [-0.1, 0.0, -0.1], [0.0, 0.1, 0.0], [0.0, 0.1, 0.0], [0.0, -0.1, -0.1], [0.1, 0.1, 0.0], [0.0, 0.0, -0.1], [0.1, 0.1, 0.0], [0.1, 0.1, 0.0], [0.0, 0.1, 0.1], [0.0, 0.1, 0.1], [-0.1, 0.0, 0.1], [-0.2, 0.1, 0.0], [-0.1, 0.0, 0.0], [-0.1, 0.0, -0.1], [-0.4, -0.2, 0.8], [0.1, -0.3, 0.0], [-0.5, 0.0, -0.8], [0.8, -0.2, -0.1], [0.1, 1.4, 0.1], [1.8, 0.1, 0.4], [-1.5, -0.7, -0.2], [0.3, 0.0, 0.5], [0.1, 0.3, 0.2], [0.1, -0.2, -0.3], [-0.1, 0.2, 0.3], [0.0, -0.2, -0.3], [-0.1, 0.0, 0.3], [0.4, -0.7, -0.2], [0.0, 0.0, 0.2], [-0.2, 0.0, -0.1], [0.0, 0.0, 0.1], [-0.1, -0.1, 0.0], [0.0, 0.1, -0.3], [0.3, 0.6, -0.4], [0.3, -0.1, 0.0], [0.0, 0.0, 0.0], [-0.1, 0.1, 0.1], [-0.1, -0.2, -0.1], [-0.2, 0.1, 0.1], [-0.1, 0.0, 0.0], [0.1, 0.0, 0.0], [0.1, 0.0, -0.2], [0.0, 0.1, 0.1], [0.0, 0.1, 0.1], [0.0, 0.0, -0.1], [0.0, 0.0, -0.1], [0.0, 0.0, 0.1], [-0.1, 0.0, 0.0], [0.0, -0.1, 0.0], [0.0, -0.2, 0.0], [0.0, -0.1, -0.1], [-0.1, 0.0, 0.1], [0.1, -0.1, 0.0], [0.1, 0.0, 0.1], [0.1, 0.0, 0.1], [-0.1, 0.0, 0.0], [0.0, 0.0, 0.0], [0.0, 0.1, 0.0], [0.0, 0.1, -0.1], [0.1, 0.0, 0.0], [0.2, 0.0, 0.0], [0.0, 0.0, 0.0], [0.0, 0.1, 0.0], [-0.1, 0.1, 0.1], [0.1, -0.1, 0.0], [0.1, 0.0, 0.0], [0.0, -0.1, 0.0], [0.0, -0.1, 0.0], [0.0, 0.1, 0.0], [0.0, 0.1, 0.0], [-0.1, 0.0, -0.1], [-0.1, 0.0, -0.1]],
  "mulliken_charge": [1.912, -0.278, 0.303, -0.398, -0.268, -1.418, 1.729, -1.994, 0.564, 1.454, -1.592, -1.659, -0.696, 0.251, 0.995, -1.947, -1.192, -0.140, 0.070, 0.080, -0.532, 1.329, -1.368, -0.877, 0.672, -1.715, -0.821, 0.205, -1.121, 0.508, -0.019, 0.340, -0.237, 0.381, 0.367, 0.404, -0.446, 0.250, 0.368, 0.456, 0.331, 0.467, 0.267, -0.041, 0.345, 0.388, 0.353, 0.401, 0.570, -0.110, 0.486, 0.283, 0.387, 0.392, 0.278, 0.387, 0.474, 0.652, 0.528, -0.509, -0.316, 0.011, -0.434, -0.362, -0.061, -0.142, -0.666, 0.987, -0.100, -0.067, -1.187, -0.403, -1.144, 1.921, 0.133, -0.883, -0.998, -1.249, -0.372, 0.448, 0.322, -0.842, -0.846, -0.990, -1.122, -0.409, 0.927, -0.924, 0.561, -0.278, 0.383, 0.503, 0.407, 0.150, 0.560, 0.250, 0.550, -0.887, 0.468, 0.069, 0.623, 0.544, 0.343, 0.516, 0.279, -0.278, -0.128, 0.964, -0.145, -0.896, 0.545, 0.211, 0.364, 0.350, 0.204, 0.515, 0.253, 0.514]
}


[2]
{
  "formula": "C27H34Br2Cl3N2O5Sn",
  "method": "wB97M-V/def2-TZVPD",
  "relative_energy_kj_mol": 351.1,
  "spin_multiplicity": 1,
  "total_charge": -1,
  "fmax_ev_per_a": 2.1,
  "symbols": ["Sn", "C", "C", "C", "C", "C", "C", "Br", "C", "C", "Br", "C", "O", "C", "N", "H", "H", "H", "H", "H", "H", "Cl", "C", "Cl", "H", "H", "C", "C", "C", "C", "H", "H", "H", "H", "H", "H", "H", "H", "H", "C", "C", "C", "C", "C", "C", "C", "C", "C", "C", "C", "C", "N", "H", "H", "H", "H", "H", "H", "H", "H", "H", "H", "H", "H", "H", "H", "H", "H", "H", "O", "Cl", "O", "O", "O"],
  "xyz": [[0.458654, 0.294600, -0.481932], [2.925631, 2.354516, -2.810614], [2.363050, 3.310466, -1.823018], [2.451429, 4.699720, -2.047393], [1.965334, 5.565546, -1.111890], [1.371986, 5.060841, 0.063025], [0.836118, 5.858207, 1.089351], [0.878785, 7.767242, 0.952378], [0.266232, 5.297229, 2.203241], [0.197301, 3.917689, 2.312694], [-0.649563, 3.163995, 3.838514], [0.668377, 3.027638, 1.339513], [0.531378, 1.772753, 1.459880], [1.293528, 3.647919, 0.190802], [1.784774, 2.826799, -0.748302], [3.689768, 2.823178, -3.426563], [2.120348, 2.014464, -3.463874], [3.333402, 1.487391, -2.297003], [2.904428, 5.062160, -2.958590], [2.024487, 6.635990, -1.257492], [-0.158408, 5.916138, 2.980986], [3.394343, -1.245964, -1.697829], [4.335652, -1.071272, -0.176300], [3.876799, 0.420286, 0.652393], [5.393480, -1.012661, -0.420561], [4.104808, -1.909680, 0.479018], [-4.333567, 0.422161, -0.753648], [-2.994967, 0.422116, 0.002685], [-3.089188, 1.306520, 1.240382], [-1.910056, 0.896960, -0.934438], [-5.142865, 0.141494, -0.078893], [-4.303388, -0.284177, -1.580755], [-4.543035, 1.412297, -1.153597], [-2.790939, -0.605964, 0.316515], [-3.357189, 2.324914, 0.960967], [-2.133274, 1.329572, 1.753777], [-3.840417, 0.929186, 1.932810], [-1.855679, 1.984287, -0.992679], [-1.990758, 0.458155, -1.927077], [-0.626460, -0.676226, 3.436903], [0.144749, -1.987236, 3.316961], [1.602168, -1.758811, 2.928360], [-0.527845, -2.927297, 2.352121], [-1.166675, -4.029419, 2.875484], [-1.758724, -4.986834, 2.066305], [-1.644700, -4.869480, 0.688556], [-1.001875, -3.804484, 0.095642], [-0.813194, -3.825512, -1.399322], [-1.637095, -2.756061, -2.110444], [0.670462, -3.704080, -1.738259], [-0.527802, -2.704941, 0.918270], [-0.229954, -1.555603, 0.390655], [-0.194754, -0.055580, 4.215131], [-1.667635, -0.868142, 3.685328], [-0.581133, -0.134941, 2.499990], [0.131101, -2.471289, 4.303566], [1.645552, -1.250115, 1.968348], [2.125600, -2.712095, 2.852274], [2.102447, -1.142748, 3.671197], [-1.202667, -4.154564, 3.950367], [-2.254643, -5.840772, 2.503531], [-2.056365, -5.651406, 0.061564], [-1.163628, -4.803155, -1.758758], [-1.226978, -1.776543, -1.897817], [-2.675305, -2.789415, -1.784897], [-1.597569, -2.897938, -3.187111], [1.057443, -2.774378, -1.335355], [0.813084, -3.683740, -2.815475], [1.228916, -4.539529, -1.316279], [0.361089, 1.144198, -4.125957], [0.581864, -0.258626, -4.230801], [-0.625354, -0.916272, -4.564677], [1.591768, -0.530285, -5.189538], [1.047314, -0.729389, -2.952339]],
  "atomic_forces_ev_per_a": [[-1.7, -0.4, 1.1], [-0.1, -0.1, -0.2], [0.1, 0.0, 0.1], [-0.1, 0.2, 0.2], [0.1, -0.1, -0.2], [-0.1, -0.2, 0.0], [-0.1, 0.3, 0.4], [0.0, -0.1, 0.0], [0.1, 0.5, -0.3], [-0.1, -0.5, 0.1], [0.1, 0.1, 0.0], [-0.2, 0.7, 0.2], [0.0, -1.6, -0.7], [-0.2, 0.6, 0.2], [0.1, -0.5, -0.4], [0.1, 0.0, 0.0], [0.1, -0.1, 0.0], [0.0, 0.0, -0.1], [0.1, 0.0, 0.0], [0.0, 0.0, 0.0], [0.0, 0.0, 0.0], [0.7, -0.1, 0.8], [-0.2, -0.1, -0.5], [0.0, 0.1, 0.1], [-0.1, -0.1, 0.0], [0.0, 0.1, -0.2], [0.3, -0.1, 0.0], [0.0, -0.1, 0.3], [0.1, -0.3, -0.1], [0.8, -0.1, -0.3], [-0.1, 0.0, 0.0], [-0.1, 0.0, -0.1], [-0.1, 0.1, -0.1], [0.0, 0.0, 0.0], [0.0, 0.1, 0.0], [0.1, 0.1, 0.1], [-0.1, 0.0, 0.1], [0.2, 0.0, 0.0], [0.2, 0.0, -0.1], [0.1, -0.1, 0.0], [-0.1, 0.1, -0.1], [-0.1, 0.0, 0.0], [0.0, -0.1, 0.2], [0.0, 0.0, 0.2], [0.0, 0.0, -0.1], [0.0, -0.2, -0.1], [-0.1, -0.2, -0.1], [0.0, 0.1, 0.0], [0.0, 0.0, -0.1], [-0.1, 0.0, 0.0], [-0.1, -0.5, 0.3], [0.7, 1.9, -0.8], [0.1, 0.2, 0.1], [-0.2, 0.0, 0.0], [0.0, 0.1, 0.0], [0.0, 0.0, -0.1], [0.1, 0.0, 0.0], [0.1, -0.1, 0.0], [0.1, 0.1, 0.1], [0.0, 0.0, 0.1], [-0.1, -0.1, 0.0], [0.0, 0.0, -0.1], [0.0, 0.1, 0.1], [-0.1, 0.1, 0.0], [-0.2, 0.0, 0.0], [0.0, 0.0, -0.1], [0.1, 0.0, 0.0], [0.1, 0.0, -0.1], [0.1, -0.1, 0.0], [-0.4, 1.2, 0.0], [0.1, 0.1, -0.4], [-1.1, -0.6, -0.3], [0.7, -0.2, -0.8], [0.1, -0.5, 1.3]],
  "mulliken_charge": [1.164, -0.925, 0.720, -1.029, -0.967, 0.750, 0.143, -0.291, -0.450, -0.004, -0.208, -0.106, -0.258, -0.228, 0.421, 0.503, 0.038, 0.012, 0.449, 0.316, 0.419, 0.026, -0.418, -0.032, 0.392, 0.259, -1.765, 1.988, -1.372, -1.641, 0.429, 0.414, 0.386, -0.300, 0.405, -0.038, 0.412, 0.663, 0.503, -1.232, 0.381, -1.445, 0.406, -0.703, -1.094, -0.735, 0.456, 0.414, -1.135, -1.196, 0.309, -0.642, 0.488, 0.359, -0.068, 0.643, -0.051, 0.470, 0.447, 0.389, 0.348, 0.405, 0.597, -0.152, 0.359, 0.548, -0.162, 0.447, 0.422, -0.774, 1.857, -0.697, -0.739, -0.706]
}